A structure of composition C24H28N4O at a distorted geometry. Source: the OMol25 dataset; level of theory: wB97M-V/def2-TZVPD.

Computed properties:
HOMO energy	-0.290	Ha
LUMO energy	-0.04	eV

Positions of all 57 atoms, in Å:
1 C 3.071 -0.292 5.359
2 C 2.702 0.984 5.698
3 C 1.477 1.291 6.021
4 C 0.380 0.374 5.971
5 C 0.507 -1.007 5.687
6 C 1.992 -1.257 5.306
7 H 2.250 -2.184 5.068
8 H -0.085 -1.822 5.716
9 C -1.021 0.661 6.172
10 C -1.799 0.729 4.960
11 N -2.294 -0.386 4.528
12 O -2.878 -0.126 3.231
13 C -2.627 1.214 3.018
14 N -1.592 1.689 4.018
15 C -2.761 1.759 1.707
16 N -2.034 1.205 0.550
17 C -2.613 1.682 -0.673
18 C -1.914 0.723 -1.795
19 N -0.415 0.595 -1.532
20 C 0.051 0.271 -0.394
21 C -0.667 1.023 0.680
22 H -0.145 0.821 1.588
23 H -0.103 2.124 0.586
24 H 1.175 0.328 -0.374
25 H -0.369 -1.122 -0.114
26 C 0.272 0.107 -2.694
27 C -0.087 1.025 -4.076
28 C 1.272 0.457 -4.990
29 C 1.284 -0.839 -5.340
30 C 1.928 -1.353 -6.330
31 C 2.144 -2.891 -6.511
32 C 1.452 -3.787 -5.653
33 C 0.898 -3.190 -4.493
34 C 0.590 -1.792 -4.363
35 C -0.108 -1.323 -3.160
36 H 0.360 -2.049 -2.188
37 H -1.208 -1.593 -3.278
38 H 0.579 -3.661 -3.836
39 H 1.684 -4.758 -5.785
40 H 2.774 -3.165 -7.512
41 H 2.356 -0.556 -7.015
42 H 1.146 1.175 -6.172
43 H 2.111 0.952 -4.821
44 H 0.038 2.081 -3.890
45 H -0.877 0.634 -4.567
46 H 1.246 0.220 -2.358
47 H -2.316 1.082 -2.667
48 H -2.427 -0.257 -1.469
49 H -3.558 1.400 -0.667
50 H -2.058 2.577 -0.982
51 H -3.752 1.814 1.583
52 H -2.307 2.843 1.792
53 H -1.474 -0.014 7.117
54 H -1.077 1.916 6.642
55 H 1.176 2.520 6.108
56 H 3.684 1.851 5.535
57 H 3.966 -0.701 5.060

Cartesian forces (eV/Å) of the 3 atoms listed first:
C -5.3 -2.7 0.1
C 7.3 2.4 -1.5
C -5.6 4.4 0.3

These are the Mulliken partial charges, in e, on atoms 1 to 6: atom 1 (C): -0.61, atom 2 (C): -0.18, atom 3 (C): -0.34, atom 4 (C): 0.98, atom 5 (C): -0.74, atom 6 (C): -0.65

***

A cluster of 2 separate species, C2H7Cl4NSi2 in total at a distorted geometry. Source: the OMol25 dataset; level of theory: wB97M-V/def2-TZVPD.

Computed properties:
SMILES	[H]/N=[Si](\C)Cl.C[Si](Cl)(Cl)Cl
HOMO energy	-0.356	Ha
LUMO energy	0.21	eV

Positions of all 16 atoms, in Å:
1 H 1.118 -1.894 0.877
2 N 1.366 -0.852 0.960
3 Si 1.894 0.266 -0.090
4 C 2.106 0.408 -1.959
5 Cl 2.599 1.976 0.842
6 H 2.090 1.390 -2.427
7 H 3.030 -0.153 -2.326
8 H 1.234 -0.185 -2.372
9 C -1.482 -0.246 1.832
10 Si -2.331 -0.098 0.064
11 Cl -1.785 -1.586 -1.241
12 Cl -4.310 -0.089 0.229
13 Cl -1.644 1.671 -0.874
14 H -1.596 0.720 2.347
15 H -1.894 -0.970 2.473
16 H -0.396 -0.357 1.664

Cartesian forces (eV/Å) of the 3 atoms listed first:
H 0.5 2.5 -0.3
N 0.6 -1.0 -1.4
Si 0.0 -0.7 0.9

These are the Mulliken partial charges, in e, on atoms 1 to 6: atom 1 (H): 0.25, atom 2 (N): -0.59, atom 3 (Si): 0.52, atom 4 (C): -0.86, atom 5 (Cl): -0.22, atom 6 (H): 0.33

***

Which value of HOMO energy does entry 1 give?
-0.290 Ha